{"formula": "C68H132Cl3N8O7", "method": "ωB97M-V with the def2-TZVPD basis set", "s2": 15.78, "multiplicity": 8, "charge": 0, "largest_force_ev_per_a": 5.4, "homo_energy_ev": [-8.295, -8.354], "species": ["C", "Cl", "Cl", "Cl", "H", "C", "C", "C", "C", "C", "C", "N", "O", "C", "C", "C", "H", "H", "H", "H", "H", "H", "H", "H", "H", "H", "H", "H", "H", "H", "H", "H", "H", "H", "C", "C", "C", "C", "C", "C", "N", "O", "C", "C", "C", "H", "H", "H", "H", "H", "H", "H", "H", "H", "H", "H", "H", "H", "H", "H", "H", "H", "H", "C", "C", "C", "C", "C", "C", "N", "O", "C", "C", "C", "H", "H", "H", "H", "H", "H", "H", "H", "H", "H", "H", "H", "H", "H", "H", "H", "H", "H", "C", "C", "C", "C", "C", "C", "N", "O", "C", "C", "C", "H", "H", "H", "H", "H", "H", "H", "H", "H", "H", "H", "H", "H", "H", "H", "H", "H", "H", "C", "C", "C", "C", "C", "C", "N", "O", "C", "C", "C", "H", "H", "H", "H", "H", "H", "H", "H", "H", "H", "H", "H", "H", "H", "H", "H", "H", "H", "C", "C", "C", "C", "C", "C", "N", "O", "C", "C", "C", "H", "H", "H", "H", "H", "H", "H", "H", "H", "H", "H", "H", "H", "H", "H", "H", "H", "H", "C", "C", "C", "C", "C", "C", "N", "O", "C", "C", "C", "H", "H", "H", "H", "H", "H", "H", "H", "H", "H", "H", "H", "H", "H", "H", "H", "H", "H", "N", "C", "C", "C", "C", "H", "H", "H", "H", "H"], "positions_angstrom": [[0.6215, 0.6172, -0.2010], [-0.7291, 1.5168, -0.8384], [2.2532, 1.3422, -0.6838], [0.5456, -1.1074, -0.6050], [0.5943, 0.6984, 0.8826], [-2.5678, -1.0891, 1.6104], [-3.1568, -1.7011, 2.9372], [-4.4230, -0.9584, 3.2580], [-5.4406, -1.6709, 4.0223], [-5.7331, -3.1113, 3.5828], [-4.4162, -3.9021, 3.4991], [-3.4010, -3.1549, 2.7585], [-2.3575, -3.9214, 2.2425], [-3.7783, -4.1005, 4.8603], [-4.7459, -5.3193, 2.9355], [-2.1707, -1.3441, 4.0983], [-3.1597, -1.3414, 0.7286], [-1.5504, -1.3816, 1.3549], [-2.5586, 0.0018, 1.5928], [-4.1451, -0.0498, 3.7917], [-4.9612, -0.7452, 2.3285], [-6.3954, -1.1537, 4.1221], [-5.0237, -1.7261, 5.0333], [-6.2215, -3.0370, 2.6078], [-6.4815, -3.5375, 4.2499], [-2.8284, -4.6276, 4.7698], [-3.6372, -3.1946, 5.4471], [-4.3756, -4.7755, 5.4785], [-3.9776, -6.0415, 3.2107], [-5.6485, -5.7552, 3.3619], [-4.7750, -5.1411, 1.8608], [-2.6038, -1.2936, 5.0999], [-1.8704, -0.3116, 3.9143], [-1.3288, -2.0236, 4.2318], [-7.6116, 4.3999, -1.5972], [-7.4896, 3.1591, -0.7676], [-8.0209, 1.9899, -1.5977], [-7.0764, 1.4455, -2.6212], [-5.8059, 0.9738, -1.8930], [-5.1496, 2.1107, -1.0973], [-6.1328, 2.7892, -0.2334], [-5.6312, 3.8459, 0.4656], [-3.9990, 1.4916, -0.2897], [-4.4203, 3.0376, -2.1949], [-8.4880, 3.3431, 0.3666], [-8.6806, 4.4727, -1.8037], [-7.1950, 4.2568, -2.5958], [-7.2879, 5.3115, -1.0983], [-8.2951, 1.1246, -0.9892], [-8.9392, 2.2534, -2.1252], [-6.8461, 2.1331, -3.4380], [-7.5157, 0.6160, -3.1785], [-5.0714, 0.5694, -2.5913], [-6.0841, 0.0824, -1.3252], [-4.3635, 1.0024, 0.6153], [-3.4532, 0.7420, -0.8656], [-3.1520, 2.0737, 0.0769], [-4.9946, 3.0409, -3.1184], [-4.4350, 4.0096, -1.6975], [-3.3560, 2.8282, -2.2881], [-8.4727, 4.3455, 0.7941], [-8.3616, 2.5007, 1.0488], [-9.5461, 3.2615, 0.1082], [-1.6144, -5.5631, -1.5305], [-0.1034, -5.2904, -1.6013], [0.2136, -5.0008, -0.1213], [1.6949, -4.9970, 0.2551], [2.4587, -6.1845, -0.4230], [2.1184, -6.4383, -1.8850], [0.6985, -6.4080, -2.2002], [0.3104, -6.8501, -3.4912], [2.9455, -5.3870, -2.6804], [2.6768, -7.8531, -2.2354], [0.0725, -4.0145, -2.3924], [-1.9835, -6.5670, -1.3045], [-2.0744, -5.4622, -2.5158], [-2.1341, -4.9878, -0.7646], [-0.0760, -3.9724, 0.0942], [-0.2312, -5.7279, 0.5580], [1.7796, -4.9331, 1.3388], [2.2340, -4.1695, -0.2133], [2.3132, -7.0969, 0.1619], [3.5021, -5.9523, -0.2059], [2.3883, -5.0187, -3.5435], [3.2666, -4.4587, -2.2063], [3.8050, -5.9151, -3.0930], [3.7491, -7.8664, -2.0374], [2.1572, -8.6243, -1.6642], [2.5831, -8.2698, -3.2390], [-0.4236, -3.1568, -1.9359], [-0.2680, -4.0945, -3.4246], [1.1037, -3.6562, -2.3816], [4.4791, -0.7558, 7.6016], [3.8559, -1.0100, 6.2511], [2.4488, -1.5933, 6.5888], [1.5065, -1.4790, 5.4839], [1.3416, -0.1058, 4.9057], [2.7434, 0.5584, 4.4247], [3.7373, 0.3260, 5.5203], [4.9855, 0.8270, 5.1528], [3.0829, -0.1330, 3.0670], [2.3391, 2.0092, 4.2236], [4.6280, -2.0463, 5.4971], [5.5357, -0.4696, 7.6116], [4.4299, -1.6333, 8.2452], [4.2016, 0.1752, 8.1002], [2.5191, -2.6441, 6.8818], [2.0376, -1.2157, 7.5276], [0.6020, -1.9269, 5.9059], [1.6681, -2.0900, 4.5917], [0.8325, 0.6178, 5.5475], [0.6016, -0.1990, 4.1082], [3.9877, 0.3226, 2.6592], [3.3586, -1.1878, 3.0744], [2.2682, -0.0006, 2.3557], [1.4668, 1.9895, 3.5732], [2.2672, 2.5392, 5.1736], [3.2047, 2.5191, 3.7936], [4.0910, -2.7030, 4.8111], [5.0407, -2.7417, 6.2319], [5.5255, -1.7173, 4.9723], [-2.3124, 5.2602, 1.7610], [-1.1420, 4.6811, 2.5767], [-0.5842, 5.7552, 3.5413], [-1.4748, 6.0116, 4.7933], [-1.7944, 4.7182, 5.5195], [-2.2953, 3.4782, 4.6672], [-1.5566, 3.4934, 3.3832], [-1.8510, 2.4274, 2.5345], [-2.0911, 2.2810, 5.5462], [-3.7684, 3.8085, 4.5260], [0.0323, 4.3534, 1.5369], [-2.0739, 6.0878, 1.0950], [-3.0450, 5.6534, 2.4688], [-2.8577, 4.4601, 1.2592], [0.3972, 5.3994, 3.8587], [-0.5550, 6.7163, 3.0283], [-2.4000, 6.4347, 4.3970], [-0.9913, 6.6797, 5.5046], [-2.5690, 5.0553, 6.2079], [-0.8272, 4.4939, 5.9750], [-1.0157, 2.1046, 5.4708], [-2.3698, 2.2592, 6.5982], [-2.6428, 1.4508, 5.0996], [-4.3418, 3.5894, 5.4241], [-3.8204, 4.8403, 4.1743], [-4.2539, 3.3623, 3.6540], [0.8821, 3.8804, 2.0357], [0.4583, 5.2016, 1.0045], [-0.3088, 3.5494, 0.8888], [5.1496, 2.4093, -5.9213], [5.8932, 2.6719, -4.6208], [4.9578, 2.1817, -3.5390], [5.5944, 2.1470, -2.1821], [6.8609, 1.2853, -2.1237], [7.8678, 1.7261, -3.1961], [7.1888, 1.9765, -4.5180], [8.0627, 2.3704, -5.4837], [8.4056, 3.0738, -2.6652], [8.9548, 0.6782, -3.3099], [6.0306, 4.2195, -4.4924], [5.7707, 2.7938, -6.7337], [4.3409, 3.1331, -6.0493], [4.6994, 1.4402, -6.1298], [4.0872, 2.8348, -3.4825], [4.6915, 1.1345, -3.6998], [4.9320, 1.7211, -1.4248], [5.7193, 3.1605, -1.7948], [6.5952, 0.2384, -2.2699], [7.2438, 1.5194, -1.1304], [9.1941, 2.7693, -1.9721], [8.9974, 3.6990, -3.3361], [7.7189, 3.7578, -2.1733], [9.5234, 0.6447, -2.3805], [8.6361, -0.3093, -3.6447], [9.7128, 0.9121, -4.0604], [6.5603, 4.4909, -3.5810], [5.0417, 4.6375, -4.2969], [6.4882, 4.7380, -5.3330], [-1.8045, 0.2059, -7.3154], [-1.7993, 0.8555, -5.9038], [-2.6383, -0.1508, -4.9905], [-1.6994, -1.2897, -4.5726], [-0.3647, -0.8087, -3.9731], [0.4320, 0.0714, -4.9978], [-0.4968, 1.2006, -5.3033], [-0.0019, 2.3806, -5.7993], [1.6024, 0.6034, -4.1952], [0.9399, -0.8518, -6.1357], [-2.8008, 2.0510, -6.0075], [-1.1299, -0.6406, -7.4198], [-1.4684, 0.9288, -8.0628], [-2.8135, -0.0234, -7.6553], [-3.2084, 0.3205, -4.1888], [-3.3795, -0.7834, -5.4827], [-1.4904, -1.9790, -5.3926], [-2.1936, -1.9604, -3.8651], [0.3482, -1.5429, -3.5953], [-0.5870, -0.2451, -3.0655], [2.1417, 1.3650, -4.7571], [1.1797, 1.0791, -3.3072], [2.2107, -0.1451, -3.6861], [1.1871, -0.2735, -7.0270], [1.8660, -1.3226, -5.8029], [0.3246, -1.6957, -6.4445], [-2.5528, 2.7743, -6.7823], [-2.8284, 2.5224, -5.0229], [-3.8297, 1.7087, -6.1200], [6.1368, -2.5604, -2.5878], [4.9723, -1.8104, -2.6863], [4.6230, -1.5739, -1.3349], [5.5100, -2.2069, -0.4846], [6.3693, -2.8873, -1.3186], [6.6311, -2.9367, -3.3806], [4.5475, -1.4881, -3.6226], [3.7995, -0.9545, -1.0135], [5.6407, -2.2020, 0.5859], [7.2518, -3.4625, -1.0809]]}